{"formula": "CH5NO3S", "method": "ωB97M-V/def2-TZVPD", "fmax_ev_per_a": 1.59, "homo_lumo_gap_ha": 0.3690, "elements": ["C", "N", "O", "O", "O", "S", "H", "H", "H", "H", "H"], "positions_angstrom": [[-1.593011, 0.580665, -1.134594], [-1.707463, 0.522328, 0.109533], [1.125357, 1.141468, 0.575001], [1.520320, -0.985445, 1.806311], [0.859644, -0.979103, -0.653057], [1.794244, -0.116271, 0.411174], [-0.828742, 1.131176, -1.685468], [-2.324805, 0.037235, -1.724273], [-0.987415, 1.039417, 0.616835], [1.156791, -1.883652, -0.750814], [0.985081, -0.487818, 2.429353]], "atomic_forces_ev_per_a": [[-0.159, 0.087, -0.350], [-0.319, -0.030, 0.910], [-0.272, 0.353, -0.100], [0.519, 0.054, -1.226], [0.002, 1.143, 0.725], [0.242, -1.512, 0.446], [0.132, 0.049, 0.077], [-0.049, -0.044, -0.247], [-0.049, 0.028, -0.410], [0.374, -0.474, 0.099], [-0.420, 0.344, 0.076]]}



{"formula": "C20H22Cl5N5O3Pd", "method": "ωB97M-V/def2-TZVPD", "total_charge": -2, "fmax_ev_per_a": 0.58, "homo_lumo_gap_ha": 0.2110, "elements": ["Pd", "Cl", "C", "C", "Cl", "C", "Cl", "C", "O", "C", "Cl", "C", "Cl", "C", "N", "C", "C", "N", "N", "C", "N", "N", "H", "H", "H", "H", "H", "H", "H", "H", "H", "H", "H", "C", "C", "C", "C", "C", "C", "C", "C", "C", "C", "O", "O", "H", "H", "H", "H", "H", "H", "H", "H", "H", "H", "H"], "positions_angstrom": [[0.269148, -1.064318, 0.219568], [-3.404521, -5.353553, 4.993013], [-2.979028, -4.311008, 3.671910], [-1.683513, -3.806702, 3.543077], [-0.492236, -4.225126, 4.734983], [-1.336776, -2.988977, 2.486939], [0.268511, -2.349596, 2.347898], [-2.260025, -2.606327, 1.452862], [-1.958232, -1.891701, 0.472514], [-3.584121, -3.134511, 1.644665], [-4.754588, -2.696480, 0.447466], [-3.920720, -3.954031, 2.704140], [-5.541541, -4.563200, 2.844266], [4.343830, -4.802710, -0.359509], [4.362408, -3.366447, -0.503221], [5.327178, -2.941620, -1.506145], [3.066025, -2.758347, -0.644268], [1.995902, -3.368928, -0.957547], [3.154279, -1.422810, -0.380324], [2.119782, -0.411014, -0.385569], [2.616019, 0.696806, 0.374153], [1.352665, -0.269675, -1.470234], [5.333336, -5.136699, -0.040127], [4.101340, -5.330069, -1.297437], [3.617240, -5.091812, 0.397840], [6.337490, -3.201853, -1.181059], [5.269124, -1.865478, -1.646338], [5.144038, -3.425717, -2.478932], [2.187856, -4.338731, -1.178652], [3.949115, -1.167643, 0.183054], [1.896504, 1.421340, 0.468941], [2.761066, 0.397558, 1.334904], [0.984298, 0.680706, -1.478047], [-3.631484, 4.138414, -3.362129], [-2.719909, 4.010774, -2.166889], [-2.821088, 2.934957, -1.298688], [-1.971430, 2.777171, -0.200920], [-2.140389, 1.561338, 0.670560], [-1.008439, 3.755723, 0.047964], [-0.896971, 4.856783, -0.814464], [0.148237, 5.912901, -0.557190], [-1.742848, 4.965968, -1.911375], [-0.088822, 3.681876, 1.269087], [-0.376605, 4.456291, 2.206396], [0.874300, 2.885675, 1.181992], [-4.429015, 3.394495, -3.324452], [-3.086008, 3.990628, -4.299019], [-4.094983, 5.127591, -3.408338], [-3.578300, 2.176927, -1.480269], [-3.118553, 1.111382, 0.486453], [-2.061025, 1.797010, 1.732391], [-1.418762, 0.772744, 0.448774], [0.095514, 6.248659, 0.478065], [0.017250, 6.765047, -1.229081], [1.150775, 5.503760, -0.708215], [-1.643292, 5.822560, -2.575434]], "atomic_forces_ev_per_a": [[0.098, -0.406, -0.396], [0.006, 0.016, -0.018], [0.001, 0.010, -0.013], [-0.004, 0.002, -0.019], [-0.005, 0.007, -0.010], [-0.037, 0.034, 0.014], [-0.033, -0.033, 0.123], [0.013, -0.035, -0.038], [0.075, 0.097, 0.108], [-0.009, -0.025, -0.011], [0.014, -0.012, 0.026], [0.014, 0.008, -0.006], [0.010, 0.006, -0.002], [0.038, -0.014, -0.007], [0.019, -0.023, 0.002], [0.012, 0.001, 0.001], [0.074, 0.116, -0.050], [-0.123, 0.009, 0.035], [-0.022, -0.029, 0.134], [-0.068, 0.046, -0.014], [-0.063, -0.023, 0.238], [-0.133, 0.074, 0.224], [0.006, -0.003, -0.005], [-0.002, 0.000, 0.002], [0.002, -0.004, 0.010], [0.004, -0.006, 0.006], [0.000, 0.000, 0.000], [-0.006, 0.004, 0.001], [-0.007, -0.062, -0.032], [-0.011, 0.023, -0.069], [0.041, 0.158, -0.159], [0.036, -0.027, -0.039], [0.004, 0.009, -0.043], [0.010, -0.011, 0.010], [-0.038, -0.041, -0.006], [0.028, -0.047, -0.060], [-0.034, 0.014, -0.063], [-0.275, 0.002, 0.009], [-0.039, 0.102, -0.021], [0.006, -0.058, 0.005], [-0.008, -0.049, -0.017], [0.044, 0.026, 0.054], [0.046, 0.088, 0.039], [0.018, -0.107, -0.072], [-0.021, -0.029, 0.010], [0.009, 0.006, 0.001], [-0.002, -0.002, 0.016], [0.002, 0.002, 0.001], [0.005, 0.003, 0.001], [-0.023, 0.025, 0.078], [0.097, 0.067, -0.015], [0.247, 0.107, -0.022], [-0.005, 0.016, 0.021], [0.001, -0.021, 0.012], [-0.009, -0.001, 0.017], [0.002, -0.008, 0.012]]}



{"formula": "C22H36Cl4O4S", "method": "ωB97M-V/def2-TZVPD", "smiles": "COCCCCC[C@@H]1[C@H](CCc2ccccc2)CCOS1(=O)=O.ClCCCl.ClCCCl", "fmax_ev_per_a": 6.36, "homo_lumo_gap_ha": 0.3176, "elements": ["C", "O", "C", "C", "C", "C", "C", "C", "C", "C", "C", "C", "C", "C", "C", "C", "C", "C", "C", "O", "S", "O", "O", "H", "H", "H", "H", "H", "H", "H", "H", "H", "H", "H", "H", "H", "H", "H", "H", "H", "H", "H", "H", "H", "H", "H", "H", "H", "H", "H", "H", "Cl", "C", "C", "Cl", "H", "H", "H", "H", "Cl", "C", "C", "Cl", "H", "H", "H", "H"], "positions_angstrom": [[3.056181, -5.287022, -2.098435], [3.498881, -4.292165, -3.102888], [4.905220, -3.884832, -2.787410], [4.795842, -2.646541, -1.669736], [4.111285, -1.386040, -2.472788], [4.462647, 0.053927, -1.761477], [3.239806, 0.652127, -0.831399], [2.830522, -0.287437, 0.447561], [1.347394, 0.035006, 1.091541], [0.087525, -0.611532, 0.267137], [-0.534223, 0.337105, -0.916183], [-1.716221, -0.582871, -1.660383], [-1.417753, -1.498939, -3.023186], [-2.623476, -2.438757, -3.696340], [-4.107670, -2.432852, -2.955227], [-4.428185, -1.515117, -1.633526], [-3.210290, -0.587192, -0.980449], [1.243995, 1.646429, 1.374274], [2.320809, 1.964808, 2.607062], [3.728981, 1.807277, 2.212429], [4.078832, 0.151182, 1.826293], [3.794279, -0.817855, 3.013505], [5.546658, -0.083244, 1.396011], [1.905509, -5.103696, -1.890322], [3.223048, -6.346742, -2.580018], [3.620089, -5.139770, -1.077017], [5.568450, -4.770766, -2.405388], [5.320916, -3.429369, -3.808086], [5.875465, -2.416628, -1.242470], [4.140358, -2.999446, -0.762875], [4.628339, -1.356339, -3.547638], [2.955469, -1.494864, -2.654685], [5.504992, 0.012323, -1.218182], [4.595769, 0.834750, -2.654238], [3.630069, 1.691802, -0.396289], [2.362190, 0.920047, -1.557430], [2.878074, -1.437746, 0.182592], [1.345249, -0.489289, 2.164196], [-0.800942, -0.810519, 1.035674], [0.404975, -1.651906, -0.173805], [0.213006, 0.625681, -1.770106], [-1.070695, 1.309619, -0.547730], [-0.324214, -1.472011, -3.499775], [-2.405948, -3.107314, -4.659564], [-4.967046, -3.104385, -3.379886], [-5.467939, -1.505305, -1.090472], [-3.368834, 0.074783, -0.025971], [0.172635, 1.914158, 1.824395], [1.406318, 2.329382, 0.437412], [2.181123, 3.039565, 3.069025], [2.046895, 1.201564, 3.475303], [-4.359028, 1.905834, 1.415528], [-4.304392, 3.646202, 1.038931], [-4.733578, 3.938174, -0.390378], [-3.553184, 3.339458, -1.582036], [-3.290121, 4.005367, 1.236778], [-4.983803, 4.142200, 1.739022], [-4.814297, 5.018712, -0.540979], [-5.705106, 3.488573, -0.619798], [-7.222884, 1.802000, 4.883940], [-5.545845, 2.350913, 5.128736], [-5.470158, 3.830559, 5.471215], [-5.922237, 4.863382, 4.092541], [-4.975843, 2.116532, 4.224827], [-5.136641, 1.757965, 5.952573], [-4.444604, 4.097314, 5.742947], [-6.122640, 4.083768, 6.313115]], "atomic_forces_ev_per_a": [[-0.650, 0.097, -0.146], [1.755, -0.898, 1.976], [-0.559, 1.345, 0.047], [-0.018, -0.746, -0.930], [1.157, 0.478, -0.047], [-0.274, 0.436, -0.952], [1.306, 0.698, -0.062], [-1.151, 0.737, -1.036], [0.133, 0.133, 0.769], [-0.140, 0.445, 0.168], [-1.272, -1.361, -1.297], [-2.873, -1.772, -1.222], [-3.464, -0.112, 1.571], [-0.459, 2.542, 3.856], [2.572, 2.187, 1.487], [4.434, 0.145, -1.484], [1.024, -2.479, -3.557], [-0.110, -0.016, 1.233], [-2.101, -0.241, 0.584], [-0.458, -2.477, -0.556], [3.243, -4.814, 2.590], [-0.110, 4.027, -3.637], [-5.071, 2.250, 0.682], [2.370, -0.469, -0.554], [-0.318, 1.908, 1.305], [-1.006, -0.496, -2.033], [-1.344, 1.531, -0.801], [-0.739, -1.135, 2.327], [-2.256, -0.162, -1.001], [1.229, 0.622, -1.744], [-1.195, -0.113, 2.290], [2.268, 0.004, 0.518], [-2.294, 0.011, -0.817], [-0.334, -1.536, 1.994], [-0.932, -2.179, -0.930], [1.388, -0.822, 1.640], [0.390, 2.374, 0.901], [0.052, 1.085, -2.340], [1.980, 0.412, -1.631], [-0.642, 2.018, 0.747], [-1.213, -0.581, 1.815], [1.150, -1.888, -0.440], [-2.730, -0.103, 1.125], [-0.593, 1.700, 2.453], [1.898, 1.470, 0.855], [2.247, -0.145, -1.388], [0.216, -1.502, -2.197], [2.244, -0.668, -0.978], [-0.154, -1.444, 1.766], [0.613, -2.073, -1.264], [0.797, 1.515, -1.783], [-0.008, 0.012, 0.131], [-0.108, 0.508, -0.145], [-0.154, 0.073, 0.195], [0.024, -0.086, 0.005], [-0.170, -0.154, -0.128], [0.100, -0.160, -0.198], [0.066, -0.163, 0.122], [0.272, 0.007, 0.087], [0.027, 0.042, -0.049], [0.265, 0.061, 0.089], [0.137, -0.283, 0.320], [-0.102, 0.084, 0.029], [-0.192, 0.116, 0.121], [-0.087, 0.186, -0.074], [-0.139, -0.103, -0.098], [0.061, -0.078, -0.283]]}



{"formula": "C4H12BNO3S", "method": "ωB97M-V/def2-TZVPD", "smiles": "NC[C@@H](S)OCCB(O)O", "fmax_ev_per_a": 0.40, "homo_lumo_gap_ha": 0.3409, "elements": ["N", "C", "C", "S", "O", "C", "C", "B", "O", "O", "H", "H", "H", "H", "H", "H", "H", "H", "H", "H", "H", "H"], "positions_angstrom": [[-0.185112, -2.414475, -1.004926], [-0.814455, -1.185933, -1.447392], [-1.704775, -0.518005, -0.386235], [-3.329941, -1.354825, -0.254882], [-1.112375, -0.557473, 0.891223], [-0.238806, 0.525818, 1.197604], [1.227228, 0.257548, 0.864407], [2.127983, 1.536666, 0.665896], [3.454461, 1.343411, 0.417572], [1.643724, 2.839949, 0.802906], [-0.772220, -3.215002, -1.189351], [0.007497, -2.382330, -0.012451], [-0.059586, -0.462834, -1.774379], [-1.427996, -1.407246, -2.318663], [-1.894900, 0.521459, -0.668581], [-4.048006, -0.322147, -0.706095], [-0.601733, 1.434144, 0.703545], [-0.348183, 0.688111, 2.269348], [1.679714, -0.338442, 1.662661], [1.317111, -0.360922, -0.032948], [3.921079, 2.175588, 0.267170], [1.159292, 3.196938, 0.053573]], "atomic_forces_ev_per_a": [[0.069, -0.040, -0.116], [-0.161, -0.014, 0.016], [0.069, -0.022, -0.019], [0.051, -0.077, 0.023], [-0.006, 0.033, 0.021], [0.080, 0.015, -0.002], [-0.032, 0.040, 0.030], [-0.056, 0.063, 0.107], [0.004, 0.105, -0.018], [0.248, -0.027, -0.313], [-0.053, -0.022, 0.060], [-0.006, 0.010, 0.044], [0.083, -0.016, 0.113], [0.008, 0.102, -0.078], [-0.077, -0.007, -0.052], [-0.024, 0.019, 0.007], [-0.018, -0.033, -0.063], [0.002, 0.061, 0.019], [0.018, -0.085, -0.050], [-0.002, 0.022, -0.021], [-0.059, -0.088, 0.106], [-0.138, -0.040, 0.187]]}



Number 3 is which compound? C22H36Cl4O4S